2 unconnected molecules or ions with the total composition C2H2S3 at a distorted geometry, computed with ωB97M-V with the def2-TZVPD basis set.

The geometry in XYZ format:
```
7
Properties=species:S:1:pos:R:3:forces:R:3
C 3.1241 1.0355 -1.8511 0.48 0.35 -0.05
C 0.5529 -0.6965 0.1725 3.41 -1.09 -3.76
S 3.9971 -0.2155 -1.7234 0.65 -0.35 -0.06
S 2.3451 2.3606 -1.9768 -0.53 0.37 -0.04
S 1.2294 -1.6096 -0.9939 -1.44 -0.28 1.03
H 1.0331 0.2073 0.2877 0.81 2.16 0.74
H -0.2671 -0.8638 0.7072 -3.38 -1.16 2.14
```
Positions in Å, forces in eV/Å.

The LUMO energy comes out at -0.6 eV. The calculation puts the energy at -1271.904567 a.u. The calculation puts the highest occupied orbital energy at -8.514 eV. The value obtained for the strongest force on any atom is 5.192 eV/A. The net charge is 0. The value obtained for the energy relative to the best compared isomer or geometry (same formula, charge and spin) is 78.8 kJ/mol.